This record from OMol25 describes a 2-piece molecular cluster, C20H18ClFN4O3 overall. The level of theory is ωB97M-V/def2-TZVPD.

Output
Spin multiplicity = 1
Electronic energy = -48356.2285 eV
LUMO level = -0.951 eV
Molar mass = 416.84 g/mol
Net charge = 0
Kohn-Sham gap = 6.967 eV

```
47
Properties=species:S:1:pos:R:3:forces:R:3:nbo_charge:R:1
O 0.877624 1.115103 1.092092 1.53 -0.70 -0.44 -0.670
C 0.380951 0.401727 0.206605 -2.82 4.14 2.79 0.604
N -0.944276 0.359618 0.213085 -6.23 -1.84 -0.30 -0.411
C -1.853859 -0.573884 -0.684603 -1.15 -0.26 0.74 -0.271
H -1.963309 -0.224594 -1.787867 -0.05 -0.05 2.13 0.201
H -1.511322 -1.615370 -0.729229 0.79 0.53 0.16 0.253
C -3.400325 -0.871945 0.081838 0.07 7.88 -15.14 -0.135
N -3.989578 0.545734 0.011110 1.00 -1.25 2.19 -0.455
C -5.361727 0.754595 -0.174510 3.04 -0.10 1.75 0.122
C -6.219897 -0.347959 -0.053418 -5.65 9.94 -2.41 0.330
C -7.661140 0.111577 -0.244987 2.35 -11.41 1.46 -0.160
C -8.171864 1.288544 -0.612055 7.37 -4.62 1.13 -0.336
C -7.140616 2.056801 -0.641662 1.10 13.08 0.68 -0.106
C -5.794934 2.101894 -0.285504 -3.91 -6.63 -1.05 -0.300
H -5.147350 2.833975 -0.493000 1.92 2.93 -0.36 0.224
H -7.575950 3.213528 -0.589168 1.30 -2.10 -0.95 0.168
H -9.082465 1.203438 -0.624456 -9.75 1.27 -0.83 0.224
H -8.309089 -0.985981 -0.138888 1.15 3.37 -0.21 0.181
F -5.774522 -1.470801 0.179066 0.47 -5.59 1.37 -0.273
C -3.134953 1.662198 0.643951 2.37 -4.12 -9.81 -0.146
H -3.680653 2.256630 1.143053 -4.05 4.39 3.85 0.186
C -1.976096 1.152348 1.353934 5.40 -0.37 -1.10 -0.234
H -1.217264 1.978890 1.604778 -1.50 -1.17 0.17 0.274
H -2.199378 0.490420 2.232504 0.39 0.46 -1.01 0.230
H -2.805006 2.395509 -0.581437 -0.41 -1.74 3.97 0.148
H -3.161902 -1.305858 0.832659 1.98 -5.17 9.86 0.144
H -3.867043 -1.516955 -0.809721 0.99 1.37 2.53 0.230
C 1.055073 -0.175628 -0.911905 0.29 -7.07 -0.24 -0.272
N 1.658343 -1.484859 -0.200960 3.63 6.76 -0.82 -0.408
C 3.087922 -1.623142 0.137167 -6.47 14.02 -4.70 0.331
N 3.302521 -2.678839 0.408452 3.65 -18.99 4.58 -0.118
O 2.081695 -3.522378 0.229770 3.57 0.68 1.41 -0.295
C 1.184702 -2.653300 -0.103280 -8.38 -5.50 -2.19 0.822
O -0.004165 -3.124282 -0.387927 3.77 2.37 0.95 -0.708
C 4.060591 -0.633524 0.000393 1.31 9.69 1.83 -0.132
C 5.419325 -0.766526 -0.337669 -6.04 -10.32 -2.03 -0.142
C 6.427237 -0.040246 -0.631262 -0.27 6.66 4.53 -0.218
C 6.141652 1.305207 0.103586 0.66 -3.13 -5.15 -0.038
C 4.859820 1.736686 0.247774 -3.76 2.20 3.86 -0.291
C 3.737016 0.896279 0.408668 13.53 -7.93 -7.30 -0.021
H 2.960581 1.007871 0.821985 -10.99 2.71 5.33 0.191
H 4.556825 2.798598 0.719203 1.53 -2.06 -1.50 0.241
Cl 7.319314 2.399694 -0.243845 2.26 2.38 0.43 0.074
H 7.343176 -0.493978 -0.724108 2.28 -0.24 -0.76 0.236
H 5.452187 -1.947758 -0.667704 0.73 2.54 0.76 0.202
H 1.900377 0.297066 -1.315358 0.77 0.94 -0.56 0.255
H 0.452194 -0.833487 -1.624147 0.23 2.04 0.40 0.270
```
Forces are in eV/Å.

=====

This record from OMol25 describes C6F18InN3O12S6 as an isolated structure. The level of theory is ωB97M-V/def2-TZVPD.

Output
Spin multiplicity = 2
Electronic energy = -154336.8903 eV
LUMO level (spin up / spin down) = -10.723 / -10.645 eV
Molar mass = 955.26 g/mol
Net charge = +1
Kohn-Sham gap (spin up / spin down) = 3.778 / 2.308 eV

```
46
Properties=species:S:1:pos:R:3:forces:R:3:nbo_charge:R:1
In 0.076037 -1.063577 -0.366888 0.03 1.11 0.98 1.310
C -4.470660 -1.545394 -2.436568 -0.41 0.47 -1.35 0.812
F -4.582613 -2.616222 -1.773883 1.16 -2.40 2.40 -0.264
F -3.802492 -1.841216 -3.552452 -0.26 0.67 -0.27 -0.300
F -5.714502 -1.171874 -2.596389 -0.03 1.53 -1.14 -0.265
S -3.558678 -0.167123 -1.472024 -4.12 1.92 3.64 2.012
O -4.419224 1.053518 -1.476691 2.95 -2.94 -0.84 -0.789
O -3.395323 -0.734926 -0.148887 1.41 -0.15 -1.12 -0.882
N -1.993837 -0.008867 -2.216957 -1.64 -0.10 0.70 -0.907
S -2.320938 1.047987 -3.348135 3.13 1.11 -3.87 2.109
O -3.550391 0.887333 -4.040331 -0.55 -0.49 -0.07 -0.749
O -1.971711 2.390242 -2.965678 -0.14 0.07 0.92 -0.670
C -0.927274 0.650825 -4.697652 0.36 0.30 1.12 0.813
F -1.100976 -0.478944 -5.313549 -0.46 -0.92 0.10 -0.280
F -1.060842 1.621062 -5.559962 0.22 0.55 0.10 -0.271
F 0.306576 0.639659 -4.128573 -1.23 0.26 -0.26 -0.306
C 2.148028 3.420011 0.380110 0.40 1.55 1.07 0.846
F 2.251393 4.789605 0.457213 -0.55 -2.59 -1.23 -0.273
F 3.178950 2.889466 -0.289143 -1.26 0.59 0.71 -0.274
F 2.087890 3.024457 1.637681 0.34 -0.68 -0.23 -0.288
S 0.482758 2.760528 -0.464256 -0.95 1.90 -3.05 2.021
O -0.283080 3.971222 -0.810457 1.50 -2.84 1.12 -0.801
O 0.855588 1.894463 -1.576168 0.12 -0.20 1.40 -0.911
N -0.368244 1.604112 0.638647 2.19 1.19 -1.66 -0.993
S -1.362193 2.558771 1.434196 -4.14 -1.08 1.80 2.141
O -0.784555 3.797030 1.787775 1.26 0.84 0.55 -0.779
O -2.705376 2.637636 0.889524 1.21 -0.65 -0.06 -0.765
C -1.521942 1.515913 3.030535 -0.14 -0.05 0.22 0.784
F -1.570098 0.212568 2.774842 0.05 -0.02 -0.56 -0.302
F -0.469934 1.761847 3.786172 -0.29 0.27 -0.02 -0.277
F -2.653512 1.846970 3.627934 0.42 0.33 -0.13 -0.274
C 3.976104 -0.461088 2.869591 -0.11 -0.13 1.33 0.834
F 4.482118 -0.330924 4.112101 -0.44 -1.10 -1.48 -0.272
F 3.698347 0.790134 2.508565 0.59 -0.96 -1.21 -0.282
F 4.747160 -1.224230 2.074957 -0.48 1.98 0.75 -0.275
S 2.237100 -1.353726 2.975559 -2.14 3.49 3.54 2.018
O 2.310041 -2.192256 4.167352 0.09 0.53 -2.53 -0.801
O 1.234593 -0.247209 3.072554 2.20 -2.61 -1.62 -0.875
N 2.091307 -2.142914 1.427931 -0.24 1.51 1.46 -1.043
S 2.545061 -3.617186 1.819012 0.61 -5.83 -0.73 2.073
O 3.931420 -3.669720 2.300089 -2.23 0.38 -0.62 -0.754
O 1.517651 -4.424010 2.523335 1.72 2.01 -1.29 -0.749
C 2.608447 -4.480583 0.031243 0.56 -0.02 0.82 0.799
F 3.762145 -4.139152 -0.583963 -1.43 -0.60 0.68 -0.290
F 2.495200 -5.813067 0.200573 0.36 1.90 -0.29 -0.276
F 1.564481 -4.041149 -0.708885 0.39 -0.09 0.23 -0.333
```
Forces are in eV/Å.

=====

This record from OMol25 describes an isolated molecule of C4H5NO2. The level of theory is ωB97M-V/def2-TZVPD.

Output
Spin multiplicity = 1
Electronic energy = -9811.2230 eV
SMILES string = OCc1cocn1
LUMO level = 0.592 eV
Energy relative to the best compared isomer or geometry (same formula, charge and spin) = 71.3 kcal/mol
Molar mass = 99.09 g/mol
Net charge = 0
Kohn-Sham gap = 9.777 eV

```
12
Properties=species:S:1:pos:R:3:forces:R:3:nbo_charge:R:1
O 2.046182 -0.592726 -0.267644 3.16 1.38 0.27 -0.721
C 1.280502 0.534589 0.136360 2.69 3.26 2.23 -0.064
C -0.169258 0.293695 -0.180010 0.61 -1.00 -0.08 -0.006
C -0.588386 -0.991400 -0.148867 -0.41 -2.87 0.33 0.050
O -2.005249 -1.029272 0.059161 3.18 2.09 -0.95 -0.418
C -2.235974 0.311143 -0.012281 -1.96 0.57 -1.67 0.335
N -1.277756 1.172736 -0.297449 -0.40 -2.61 2.22 -0.427
H 3.034222 -0.321270 -0.015626 -3.25 -1.17 -0.92 0.478
H 1.558348 0.591741 1.376581 -1.64 0.23 -3.05 0.167
H 1.774590 1.636785 -0.244884 -1.65 -3.04 0.55 0.178
H -0.095727 -2.028581 -0.295048 -0.84 2.31 0.69 0.240
H -3.321499 0.422555 -0.110290 0.50 0.85 0.37 0.188
```
Forces are in eV/Å.

=====

This record from OMol25 describes C15H14IrN4O2S2 as an isolated structure. The level of theory is ωB97M-V/def2-TZVPD.

Output
Spin multiplicity = 2
Electronic energy = -50330.0251 eV
LUMO level (spin up / spin down) = -8.934 / -9.636 eV
Energy relative to the best compared isomer or geometry (same formula, charge and spin) = 20.6 kcal/mol
Molar mass = 538.65 g/mol
Net charge = +2
Kohn-Sham gap (spin up / spin down) = 6.260 / 5.563 eV

```
38
Properties=species:S:1:pos:R:3:forces:R:3:nbo_charge:R:1
Ir -1.038560 0.671202 -1.335691 3.68 0.65 -1.56 0.838
C 2.737568 -0.742727 -2.976652 -0.02 0.15 -0.26 -0.687
C 1.318641 -0.516812 -2.600516 0.25 0.18 0.09 0.308
N 0.832307 0.659212 -2.362983 -2.17 -0.09 1.41 -0.143
N 1.486391 1.783858 -2.620146 0.95 -0.07 -0.36 -0.370
C 0.893099 2.893389 -2.324204 -0.02 -0.25 0.37 0.310
N 1.399313 4.054758 -2.709012 -0.02 0.16 0.07 -0.725
S -0.579519 2.947172 -1.359077 -1.30 -0.47 0.41 -0.088
C 0.344136 -1.603163 -2.520566 0.23 -0.27 0.01 0.129
C 0.664019 -2.939324 -2.632970 0.09 -0.03 -0.13 -0.183
C -0.361702 -3.880739 -2.646618 -0.04 0.01 0.00 -0.096
C -1.674383 -3.449161 -2.588668 0.08 0.03 -0.22 -0.208
C -1.918588 -2.090393 -2.451989 -0.04 -0.08 -0.22 0.086
N -0.929503 -1.194518 -2.399729 -1.32 -0.34 1.25 -0.481
H 3.253160 0.206353 -3.076765 0.04 -0.03 0.00 0.279
H 2.813316 -1.294101 -3.914864 -0.03 -0.01 0.00 0.268
H 3.226418 -1.335755 -2.199648 -0.05 -0.01 0.03 0.266
H 2.233420 4.086620 -3.276131 -0.02 -0.06 0.00 0.439
H 0.977543 4.925290 -2.429304 0.00 -0.01 0.00 0.432
H 1.697293 -3.245054 -2.717295 0.00 0.00 -0.03 0.258
H -0.133682 -4.935347 -2.721882 0.02 0.00 -0.01 0.262
H -2.499082 -4.142798 -2.665912 -0.03 0.02 0.08 0.267
H -2.930551 -1.708240 -2.417590 0.02 0.04 0.18 0.236
O -0.914874 2.404390 6.543610 -0.09 0.19 0.19 -0.627
C -1.236135 1.212156 6.056254 0.05 -0.13 -0.25 0.745
O -1.826900 0.385193 6.681604 0.03 0.06 0.14 -0.475
C -0.890515 0.875091 4.625489 -0.10 0.01 -0.01 -0.020
C -1.214107 1.735579 3.562997 0.12 0.06 -0.04 -0.134
C -1.033185 1.323339 2.269130 -0.08 -0.04 0.06 -0.177
C -0.532574 0.021532 2.016041 -0.14 0.50 -0.30 -0.211
S -0.361769 -0.646009 0.467422 -0.17 0.06 -0.93 0.312
C -0.182753 -0.835307 3.093793 0.01 -0.05 -0.02 -0.159
C -0.383045 -0.412580 4.377854 0.09 0.03 -0.01 -0.150
H -0.398588 2.972095 5.956333 0.01 -0.18 -0.07 0.499
H -1.616266 2.722370 3.754579 -0.02 -0.02 0.06 0.242
H -1.281379 1.975119 1.442033 0.02 0.00 0.02 0.234
H 0.213127 -1.821470 2.889440 0.00 -0.01 0.01 0.251
H -0.152107 -1.061235 5.211630 -0.06 0.01 0.03 0.272
```
Forces are in eV/Å.

=====

This record from OMol25 describes an isolated molecule of C8H10O2. The level of theory is ωB97M-V/def2-TZVPD.

Output
Spin multiplicity = 1
Electronic energy = -12547.2761 eV
LUMO level (spin up / spin down) = -2.509 / -1.261 eV
Energy relative to the best compared isomer or geometry (same formula, charge and spin) = 147.2 kcal/mol
Molar mass = 138.17 g/mol
Net charge = 0
Kohn-Sham gap (spin up / spin down) = 5.497 / 7.996 eV

```
20
Properties=species:S:1:pos:R:3:forces:R:3:nbo_charge:R:1
C -0.379906 3.233908 -0.373939 0.50 -3.72 2.43 -0.088
C -0.311373 2.199083 0.244983 -0.36 0.56 -0.62 -0.092
C 2.304073 -0.058423 -0.055136 -2.51 -1.19 -1.42 0.804
C 0.873579 -0.496369 -0.817665 -0.39 -0.19 0.06 -0.385
C -0.318088 0.975701 0.851172 0.76 -0.66 1.98 0.006
C -0.305014 -0.312274 0.136733 0.31 0.17 0.48 -0.161
C -1.527264 -0.569192 -0.810329 0.66 1.45 2.42 -0.563
C -0.201066 -1.419631 1.191292 -1.31 -2.35 0.02 -0.609
O 3.137631 -0.639035 -0.683780 2.42 -0.67 -0.72 -0.573
O 2.114121 0.669304 0.876907 0.02 1.42 1.73 -0.553
H -0.520845 4.017420 -0.936024 -0.49 3.86 -2.51 0.208
H 0.797735 0.035211 -1.746853 0.20 0.83 -0.32 0.223
H 0.810489 -1.548523 -1.122402 0.70 0.16 0.19 0.215
H -0.288007 0.947131 2.000851 -0.20 0.16 -2.01 0.242
H -1.763607 0.211984 -1.445932 0.27 1.86 -1.58 0.219
H -2.358382 -0.522676 -0.156475 -1.15 -1.10 0.54 0.219
H -1.341144 -1.414048 -1.374023 -0.20 -2.03 -0.78 0.217
H -0.127699 -1.074844 2.268724 0.28 -0.56 -1.47 0.229
H 0.563434 -2.197273 0.864534 -0.52 1.22 0.99 0.229
H -1.158658 -2.037460 1.087365 1.02 0.78 0.59 0.213
```
Forces are in eV/Å.

=====

This record from OMol25 describes an isolated molecule of C5H3NO. The level of theory is ωB97M-V/def2-TZVPD.

Output
Spin multiplicity = 1
Electronic energy = -8769.3591 eV
SMILES string = N#Cc1ccoc1
LUMO level = 0.780 eV
Energy relative to the best compared isomer or geometry (same formula, charge and spin) = 14.9 kcal/mol
Molar mass = 93.08 g/mol
Net charge = 0
Kohn-Sham gap = 10.344 eV

```
10
Properties=species:S:1:pos:R:3:forces:R:3:nbo_charge:R:1
N -2.040544 2.176161 0.864670 0.22 -0.77 -0.10 -0.310
C -1.426157 1.235515 0.590745 -0.82 1.14 0.09 0.272
C -0.538282 0.216777 0.178216 0.25 0.60 0.15 -0.286
C 0.251984 0.313591 -1.034116 0.08 -0.51 0.75 -0.258
C 1.184625 -0.661555 -0.902752 -0.41 -1.08 2.26 0.082
O 1.016246 -1.326294 0.453202 -0.17 0.92 -2.54 -0.418
C -0.046964 -0.738186 1.004657 -0.33 0.51 -0.53 0.203
H 0.035436 1.118099 -1.759097 0.56 -1.03 0.18 0.264
H 1.954683 -1.184291 -1.464641 -0.25 0.56 0.13 0.229
H -0.488693 -0.976541 1.978471 0.87 -0.34 -0.39 0.223
```
Forces are in eV/Å.

=====

This record from OMol25 describes a 2-piece molecular cluster, C5H8N2O overall. The level of theory is ωB97M-V/def2-TZVPD.

Output
Spin multiplicity = 1
Electronic energy = -10337.0338 eV
SMILES string = [H]/N=C\C(C)=O.C=C=N
LUMO level (spin up / spin down) = -0.515 / -0.515 eV
Energy relative to the best compared isomer or geometry (same formula, charge and spin) = 131.3 kcal/mol
Molar mass = 112.13 g/mol
Net charge = 0
Kohn-Sham gap (spin up / spin down) = 6.870 / 6.869 eV

```
16
Properties=species:S:1:pos:R:3:forces:R:3:nbo_charge:R:1
H -0.419289 -2.404195 0.055627 0.56 0.00 1.53 0.340
N -1.178139 -1.808529 0.387913 -0.25 0.22 -2.78 -0.738
C -1.025077 -0.554131 0.074461 -0.40 -0.10 3.98 0.056
C -0.147139 0.423505 1.021907 0.15 -0.41 -1.50 0.536
C -0.632921 1.859447 1.018671 -0.06 -0.14 -0.29 -0.737
O 0.765089 0.045051 1.713819 -0.16 -0.01 -0.13 -0.560
H -1.984318 -0.021674 0.014253 -0.11 0.31 -0.74 0.155
H -1.456763 1.956599 1.727898 0.16 0.12 0.17 0.248
H -1.050307 2.129659 0.047068 0.01 -0.11 -0.06 0.220
H 0.189535 2.535939 1.241901 -0.11 -0.04 0.30 0.236
C 0.333341 -0.223633 -1.638597 0.90 1.25 -0.16 -0.760
C 1.407708 -0.780306 -1.007916 -0.83 -2.44 -1.09 0.623
N 2.027680 -1.689453 -0.524541 0.25 2.15 0.59 -0.619
H 0.398380 0.853804 -1.746716 -0.24 0.17 0.30 0.262
H 0.036279 -0.665322 -2.587212 0.18 -0.39 0.17 0.284
H 2.735940 -1.656760 0.201465 -0.05 -0.58 -0.31 0.454
```
Forces are in eV/Å.

=====

| no. | strongest force on any atom (eV/A) |
| --- | --- |
| 1 | 19.88 |
| 2 | 5.91 |
| 3 | 4.79 |
| 4 | 4.05 |
| 5 | 4.63 |
| 6 | 2.71 |
| 7 | 4.00 |